One molecule with the formula C5H8N2, computed with wB97M-V/def2-TZVPD.

Output
* energy relative to the best compared isomer or geometry (same formula, charge and spin): 71.0 kcal per mole
* structure (SMILES): C=NCC(=C)N=C
* Kohn-Sham gap: 9.53 eV
* calculated total energy: -8291.9163 eV

```
15
Properties=species:S:1:pos:R:3:forces:R:3:mulliken_charge:R:1
C 1.4250 1.5650 0.1275 -2.56 -2.41 -0.96 -0.889
C 0.7570 -1.6408 -1.3140 1.14 -0.96 -1.24 -0.313
C -1.3292 -0.5776 1.5830 1.15 0.34 3.03 -0.198
C 0.6945 0.5113 -0.3852 -2.10 2.67 1.25 0.786
C -0.9476 0.6138 -0.3058 3.38 -2.10 0.55 -0.979
N 1.2947 -0.5270 -1.0644 1.44 -0.38 -0.59 -0.505
N -1.5035 -0.5964 0.3626 -0.53 0.61 -2.19 -0.423
H 2.4581 1.5059 -0.0469 1.32 0.34 0.10 0.353
H 0.9212 2.3659 0.6688 0.39 -0.21 -0.21 0.261
H 1.2861 -2.4765 -1.9512 -0.73 1.89 1.33 0.215
H -0.2209 -1.8537 -0.9709 -1.15 -0.52 0.26 0.369
H -1.6634 -1.3892 2.2718 0.13 0.54 -0.76 0.269
H -0.7093 0.2573 2.0576 -0.87 -0.89 -0.21 0.207
H -1.2758 0.7814 -1.2904 -0.74 -0.36 -1.30 0.372
H -1.1871 1.4606 0.2574 -0.27 1.42 0.94 0.473
```
Positions in Å, forces in eV/Å.